Molecular formula: C28H39AsN14SSr
Method: DFT, ωB97M-V/def2-TZVPD

Calculated values
- Energy above the lowest of the compared OMol25 structures with the same formula, charge and spin: 17.5 kJ/mol
- Gap between HOMO and LUMO: 0.310 Eh
- Max |F|: 0.502 eV Å⁻¹
- Total energy: -4521.50493 Eh

```
! RIJCOSX wB97M-V def2-TZVPD def2/J DEFGRID3
* xyz 2 1
H -1.397 -1.829 2.383
H 0.364 -4.837 0.391
N -0.627 2.062 0.949
N 1.737 3.223 -1.559
N 2.754 0.206 1.250
C -1.547 2.727 0.244
C -4.134 -1.764 -0.476
C -1.928 2.234 -1.122
C -2.977 2.662 -3.072
H 0.946 5.143 -3.445
H -0.563 3.974 3.704
H 3.827 -2.413 0.055
H 0.452 1.966 2.705
C -2.843 -3.242 -1.868
C -0.571 -1.569 3.034
N -3.693 3.499 -3.824
C -0.299 2.522 2.154
C 0.441 -1.455 5.183
Sr 0.372 -0.156 0.010
N 4.986 0.983 1.545
N 3.757 0.132 3.386
N -1.516 1.028 -1.529
H -0.541 4.722 -4.283
C 4.870 0.669 2.834
H 4.909 1.370 -0.834
H -3.654 -0.839 2.258
H -1.555 -4.604 -0.829
H -4.028 3.190 -4.721
H -2.905 4.372 0.124
C 1.550 -0.877 4.584
N 4.003 1.086 -0.499
C 1.341 -3.924 -2.628
N 5.903 0.888 3.639
H 3.982 -3.779 -1.074
C -1.824 4.340 1.991
C -4.016 -1.846 2.034
H 2.011 -4.779 -2.700
N -2.650 3.078 -1.828
As 1.568 -3.025 -0.917
C -0.867 3.652 2.718
C 1.548 -0.695 3.206
H 3.322 0.768 -1.184
H -2.198 -3.798 1.407
H 2.023 -5.343 0.016
H -3.674 -2.516 2.823
C -2.256 -3.784 -0.735
C -3.564 -2.312 0.677
H -5.104 -1.808 2.088
N 0.498 -1.029 2.450
H -4.893 -0.996 -0.378
H 0.424 -1.620 6.252
H 2.410 -0.586 5.163
C 0.062 4.504 -3.407
C 2.757 -0.079 2.563
H -4.263 -1.814 -2.610
H 2.501 2.830 -1.028
H -2.298 5.224 2.395
H -4.060 4.339 -3.414
N -2.607 1.498 -3.596
N -1.557 -0.483 -3.288
N 0.435 3.097 -3.442
H -2.597 -3.628 -2.850
C -2.167 3.872 0.730
C 1.246 2.503 -2.579
H -0.993 -1.138 -2.778
H -1.785 -0.691 -4.245
C -3.784 -2.227 -1.732
C -2.617 -3.320 0.528
H 0.313 -4.270 -2.729
H 1.717 -4.182 1.323
C 3.919 0.742 0.801
H -0.527 4.730 -2.516
C 1.399 -4.509 0.333
C -1.901 0.707 -2.793
H 5.843 0.632 4.608
H 1.625 4.225 -1.525
C -0.639 -1.817 4.395
S 1.630 0.852 -2.772
H 6.758 1.262 3.265
C 3.506 -2.814 -0.906
H 0.069 2.507 -4.172
H 1.561 -3.232 -3.439
H 3.803 -2.125 -1.696
H -1.523 -2.270 4.820
*
```